[1]
Molecular formula: CHFNO2S
Method: DFT, ωB97M-V with the def2-TZVPD basis set

Structure (XYZ):
```
7
Properties=species:S:1:pos:R:3:forces:R:3
C 1.1648 0.1212 -0.0853 -5.77 9.41 2.89
N 0.1009 1.0502 0.1959 5.55 -5.56 -1.58
O -2.0777 0.0632 1.1381 -0.50 0.55 0.26
O -1.0410 -1.2086 -0.5989 0.01 -0.20 -0.75
F 2.4257 0.5632 0.1373 -0.38 -0.84 -0.20
S -1.5112 0.1453 -0.2143 0.92 -0.24 0.70
H 0.9385 -0.7345 -0.5728 0.18 -3.11 -1.32
```
Forces are in eV/Å.

- Net charge: -1
- Spin multiplicity: 1
- HOMO: -0.14390 Ha
- Electronic energy: -20190.6320 eV
- ΔE to the lowest compared entry with this formula, charge and spin: 43.0 kcal per mole

[2]
Molecular formula: CHFO2Pb
Method: DFT, ωB97M-V with the def2-TZVPD basis set

Structure (XYZ):
```
6
Properties=species:S:1:pos:R:3:forces:R:3
F 1.4441 0.9528 1.8988 0.92 1.93 -4.71
O 0.4564 -0.9226 1.1942 1.95 1.79 -1.96
Pb -1.4060 -1.7567 1.0507 -2.28 -1.33 -0.07
O 0.6863 0.1020 0.0757 -0.52 -2.33 -0.01
C 1.3099 1.0628 0.5088 -0.90 0.09 7.09
H 1.3702 2.0451 0.0291 0.84 -0.15 -0.34
```
Forces are in eV/Å.

- Net charge: +2
- Spin multiplicity: 1
- HOMO: -0.82142 Ha
- Electronic energy: -13088.4584 eV
- ΔE to the lowest compared entry with this formula, charge and spin: 0.0 kcal per mole

[3]
Molecular formula: CHFOS2
Method: DFT, ωB97M-V with the def2-TZVPD basis set

Structure (XYZ):
```
6
Properties=species:S:1:pos:R:3:forces:R:3
F -1.1628 1.2551 -0.1119 0.41 -1.26 -0.17
C -0.9453 -0.0942 -0.1635 -2.67 1.12 0.26
S -2.1431 -1.2060 -0.1815 0.35 0.84 -0.06
O 0.2677 -0.4400 -0.1399 3.78 -0.20 -0.18
S 1.8038 0.5257 -0.2258 -2.86 0.84 -2.40
H 2.1797 -0.0406 0.8226 1.00 -1.34 2.55
```
Forces are in eV/Å.

- Spin multiplicity: 1
- HOMO: -0.33985 Ha
- Electronic energy: -27486.6470 eV
- ΔE to the lowest compared entry with this formula, charge and spin: 30.4 kcal per mole

[4]
Molecular formula: CHFS
Method: DFT, ωB97M-V with the def2-TZVPD basis set

Structure (XYZ):
```
4
Properties=species:S:1:pos:R:3:forces:R:3
F -1.0695 0.8060 -0.1454 -0.03 0.59 1.11
C -0.0480 0.1005 0.1926 3.17 -4.94 -4.84
S 0.4778 -1.2052 -1.1258 -1.57 4.14 4.65
H 0.6397 0.2987 1.0786 -1.58 0.21 -0.92
```
Forces are in eV/Å.

- Spin multiplicity: 1
- HOMO (spin up / spin down): -0.34038 / -0.34040 Ha
- Electronic energy: -14603.3090 eV
- ΔE to the lowest compared entry with this formula, charge and spin: 26.4 kcal per mole

[5]
Molecular formula: CHHgLiO2
Method: DFT, ωB97M-V with the def2-TZVPD basis set

Structure (XYZ):
```
6
Properties=species:S:1:pos:R:3:forces:R:3
H -0.4878 1.3958 0.0133 -0.59 -2.42 0.82
O -0.3463 0.3106 0.2125 -3.61 5.24 -0.98
C 0.9237 0.6748 0.0089 4.96 -2.66 1.53
O 1.7111 -0.2365 0.3648 -0.84 2.91 -1.35
Li -2.0995 -0.1829 -0.5828 0.13 -0.30 0.07
Hg 0.2988 -1.9618 -0.0166 -0.05 -2.77 -0.08
```
Forces are in eV/Å.

- ⟨S²⟩: 0.76
- Net charge: +1
- Spin multiplicity: 2
- HOMO (spin up / spin down): -0.47812 / -0.50369 Ha
- Electronic energy: -9517.8388 eV
- ΔE to the lowest compared entry with this formula, charge and spin: 78.0 kcal per mole

[6]
Molecular formula: CHI4P
Method: DFT, ωB97M-V with the def2-TZVPD basis set

Structure (XYZ):
```
7
Properties=species:S:1:pos:R:3:forces:R:3
C -0.2480 -0.2432 -0.7039 0.73 -2.61 1.82
P -0.1457 1.0801 0.5651 -0.71 -0.95 1.71
I -2.2061 -1.2174 -0.4186 0.53 0.56 -0.25
I 0.0804 0.5149 -2.6124 0.06 0.08 -0.32
I -0.0433 -0.7838 2.9834 -0.02 1.28 -1.75
I 2.1296 1.7828 0.5702 0.30 -0.12 -0.12
H 0.4330 -1.1334 -0.3838 -0.90 1.75 -1.09
```
Forces are in eV/Å.

- Spin multiplicity: 1
- HOMO: -0.33498 Ha
- Electronic energy: -42744.1842 eV
- ΔE to the lowest compared entry with this formula, charge and spin: 13.0 kcal per mole

[7]
Molecular formula: CHIN2
Method: DFT, ωB97M-V with the def2-TZVPD basis set

Structure (XYZ):
```
5
Properties=species:S:1:pos:R:3:forces:R:3
C 0.7500 -0.4021 0.1022 0.48 -0.12 0.38
N 1.6063 -1.0733 0.4697 0.67 -0.42 0.38
N -0.1944 0.3318 -0.4472 -4.16 -3.44 -1.95
I -0.9458 1.9049 0.5909 -0.12 0.05 0.25
H -1.2162 -0.7613 -0.7156 3.14 3.92 0.94
```
Forces are in eV/Å.

- Spin multiplicity: 1
- HOMO: -0.35963 Ha
- Electronic energy: -12130.2823 eV
- ΔE to the lowest compared entry with this formula, charge and spin: 49.5 kcal per mole

[8]
Molecular formula: CHIS2
Method: DFT, ωB97M-V with the def2-TZVPD basis set

Structure (XYZ):
```
5
Properties=species:S:1:pos:R:3:forces:R:3
C -0.8748 1.3358 0.2577 0.50 0.04 0.46
S -0.1305 1.4164 1.6380 -0.60 -0.07 -0.92
S -1.5499 1.2552 -1.1397 0.12 0.01 0.46
I 1.8636 -1.8374 -0.9011 -0.03 0.01 0.02
H 0.6916 -2.1699 0.1451 0.02 0.01 -0.01
```
Forces are in eV/Å.

- Spin multiplicity: 1
- HOMO: -0.35789 Ha
- Electronic energy: -30824.0141 eV
- ΔE to the lowest compared entry with this formula, charge and spin: 0.0 kcal per mole

[9]
Molecular formula: CHIS2
Method: DFT, ωB97M-V with the def2-TZVPD basis set

Structure (XYZ):
```
5
Properties=species:S:1:pos:R:3:forces:R:3
C -1.0227 -0.7305 -0.3104 1.04 -0.57 -0.08
S -1.0345 -2.2614 -0.0422 -0.37 -1.57 0.24
S -1.2584 0.7963 -0.3982 -0.94 2.12 -0.20
I 2.2989 0.8636 -0.0417 0.28 -0.01 -0.06
H 1.0167 1.3320 0.7926 0.00 0.04 0.10
```
Forces are in eV/Å.

- ⟨S²⟩: 2.00
- Spin multiplicity: 3
- HOMO (spin up / spin down): -0.23926 / -0.36156 Ha
- Electronic energy: -30820.5420 eV
- ΔE to the lowest compared entry with this formula, charge and spin: 0.0 kcal per mole

[10]
Molecular formula: CHKO2
Method: DFT, ωB97M-V with the def2-TZVPD basis set

Structure (XYZ):
```
5
Properties=species:S:1:pos:R:3:forces:R:3
O 1.7934 0.5298 0.0166 -0.30 -1.90 -0.10
C 0.6884 -0.0316 -0.0395 1.83 1.67 0.15
O -0.2588 1.0299 -0.0229 0.34 2.07 0.18
K -1.8573 -1.0024 0.0665 0.25 0.17 -0.03
H 0.4449 1.8329 0.0441 -2.13 -2.02 -0.21
```
Forces are in eV/Å.

- Spin multiplicity: 1
- HOMO: -0.26089 Ha
- Electronic energy: -21471.9444 eV
- ΔE to the lowest compared entry with this formula, charge and spin: 50.0 kcal per mole

[11]
Molecular formula: CHLaLiO
Method: DFT, ωB97M-V with the def2-TZVPD basis set

Structure (XYZ):
```
5
Properties=species:S:1:pos:R:3:forces:R:3
H -0.2623 0.1743 -0.8546 -1.42 -0.31 -0.43
La -2.2578 -1.3982 -1.2326 0.90 0.71 0.10
O 1.1344 0.2944 1.0943 1.24 -2.23 -0.28
C 1.5384 -0.7481 0.8099 -0.78 2.32 0.81
Li -0.1528 1.6775 0.1830 0.07 -0.49 -0.21
```
Forces are in eV/Å.

- Net charge: +1
- Spin multiplicity: 1
- HOMO (spin up / spin down): -0.34839 / -0.34643 Ha
- Electronic energy: -4153.9740 eV
- ΔE to the lowest compared entry with this formula, charge and spin: 0.0 kcal per mole

[12]
Molecular formula: CHLiNaO2
Method: DFT, ωB97M-V with the def2-TZVPD basis set

Structure (XYZ):
```
6
Properties=species:S:1:pos:R:3:forces:R:3
H -0.5845 1.6837 0.2686 3.13 0.81 -1.13
O -0.8526 0.3050 0.2518 -3.98 -3.54 -0.95
C 0.3313 0.8003 0.0004 0.31 0.77 3.38
O 1.2724 0.0927 0.4144 -0.48 1.09 -1.93
Na -3.0335 0.0482 -0.6833 0.41 0.29 0.22
Li 0.0613 -1.5247 0.2475 0.62 0.57 0.41
```
Forces are in eV/Å.

- Net charge: +1
- Spin multiplicity: 1
- HOMO: -0.47595 Ha
- Electronic energy: -9762.1907 eV
- ΔE to the lowest compared entry with this formula, charge and spin: 72.9 kcal per mole